# 1
The following is a quantum chemistry calculation of a cluster of 12 separate species, C48H72O36 in total, from the Open Molecules 2025 dataset.

Summary:
SMILES = C[C@H]1COC(=O)O1.C[C@H]1COC(=O)O1.C[C@H]1COC(=O)O1.C[C@H]1COC(=O)O1.C[C@H]1COC(=O)O1.C[C@H]1COC(=O)O1.C[C@H]1COC(=O)O1.C[C@H]1COC(=O)O1.C[C@H]1COC(=O)O1.C[C@H]1COC(=O)O1.C[C@H]1COC(=O)O1.C[C@H]1COC(=O)O1
E_HOMO = -10.0737 eV
Maximum force = 3.789 eV Å⁻¹
E_LUMO = 0.172 eV
Gap between HOMO and LUMO = 10.25 eV

Geometry as ORCA input:
```
! wB97M-V def2-TZVPD RIJCOSX def2/J DEFGRID3
* xyz 0 1
C -15.09568 -19.39193 4.90078
C -15.53238 -17.89992 4.82616
C -14.80259 -17.12763 5.89175
O -13.57263 -16.83790 5.18013
C -13.82693 -16.90740 3.85846
O -13.00216 -16.65150 3.04596
O -15.05825 -17.26351 3.56664
H -15.45310 -19.97375 5.78273
H -14.00042 -19.51011 4.81875
H -15.50061 -19.82817 3.98060
H -16.60588 -17.79692 4.85566
H -14.50014 -17.60546 6.81128
H -15.31125 -16.16043 6.11242
C -13.31483 -18.21799 -4.06197
C -13.22175 -16.93685 -4.87304
C -13.62897 -17.11124 -6.34063
O -14.29941 -15.87358 -6.64281
C -14.75276 -15.29391 -5.48181
O -15.39776 -14.32486 -5.36654
O -14.21594 -16.01186 -4.39032
H -12.82006 -18.98699 -4.67057
H -14.42301 -18.58004 -3.97723
H -12.98512 -18.11869 -3.03213
H -12.22141 -16.48973 -4.86912
H -14.31079 -17.97720 -6.43598
H -12.79202 -17.16587 -7.00301
C -10.26696 -17.95403 0.84333
C -9.35877 -18.28157 1.97199
C -10.10128 -18.84211 3.19624
O -9.21435 -19.87290 3.68434
C -8.39640 -20.26117 2.68461
O -7.70379 -21.23545 2.83638
O -8.54040 -19.48661 1.61997
H -10.82482 -17.11094 1.21818
H -10.89428 -18.83644 0.68263
H -9.75046 -17.75421 -0.09175
H -8.68755 -17.48920 2.27713
H -11.02164 -19.36053 2.85975
H -10.24520 -18.15153 4.02153
C -15.60740 -18.99427 0.98388
C -15.47395 -20.24761 0.24518
C -15.06949 -20.06510 -1.20838
O -13.67196 -20.21032 -1.31123
C -13.23946 -20.73158 -0.15703
O -12.09060 -21.03223 0.06548
O -14.22830 -20.91879 0.74923
H -15.65180 -19.09157 2.05802
H -16.40727 -18.39144 0.68533
H -14.71133 -18.42943 0.69151
H -16.21186 -20.98697 0.46538
H -15.30165 -18.99327 -1.51886
H -15.69637 -20.70560 -1.86129
C -18.74528 -21.03169 -5.71843
C -17.98934 -21.29218 -4.41277
C -17.67098 -22.77929 -4.16597
O -16.36012 -22.96402 -4.86091
C -15.77526 -21.79793 -4.86308
O -14.67308 -21.55491 -5.19964
O -16.63302 -20.81713 -4.44085
H -19.73336 -21.52736 -5.60942
H -18.15695 -21.43120 -6.51619
H -18.86294 -19.97344 -5.64958
H -18.52935 -20.85773 -3.54571
H -18.30331 -23.59564 -4.57996
H -17.54673 -23.02978 -3.11604
C -12.34042 -23.76092 -2.07178
C -13.84408 -24.12458 -2.12845
C -14.29926 -25.31488 -1.23182
O -15.54638 -24.81061 -0.68868
C -15.68084 -23.51868 -1.01548
O -16.63690 -22.90834 -0.67568
O -14.66859 -23.03745 -1.72270
H -12.15537 -23.20948 -1.14081
H -11.93865 -23.20196 -2.90638
H -11.82022 -24.70449 -1.92619
H -14.03898 -24.39838 -3.15867
H -13.63907 -25.59715 -0.42014
H -14.44133 -26.19745 -1.91397
C -8.67418 -27.27991 1.81310
C -7.41747 -26.50589 2.22240
C -7.61254 -25.79875 3.56845
O -6.84800 -26.60613 4.48210
C -6.04952 -27.42156 3.76417
O -5.22159 -28.11537 4.23691
O -6.33292 -27.39591 2.44556
H -9.33022 -26.51674 1.45573
H -9.01452 -27.89525 2.60744
H -8.37847 -27.85241 0.89844
H -7.10297 -25.87115 1.42484
H -8.62616 -25.70865 3.93226
H -7.13014 -24.82587 3.52232
C -17.02493 -15.46489 -2.74600
C -18.46959 -15.88465 -2.69535
C -19.02013 -16.72796 -3.87713
O -18.85622 -18.02767 -3.32060
C -18.84752 -18.02601 -1.95561
O -18.91230 -18.98887 -1.27022
O -18.64533 -16.77254 -1.53304
H -16.86598 -14.78732 -3.59884
H -16.39516 -16.37458 -2.95493
H -16.62425 -14.99242 -1.80342
H -19.18474 -14.95923 -2.53407
H -18.44042 -16.61620 -4.79461
H -20.11662 -16.55572 -4.02900
C -4.73940 -19.61260 -0.67489
C -4.97446 -21.09697 -0.66281
C -6.44879 -21.50113 -0.22649
O -6.92965 -22.24296 -1.44820
C -5.97203 -22.32175 -2.37379
O -6.09143 -22.77322 -3.46879
O -4.84697 -21.75061 -1.90667
H -5.13968 -19.19601 -1.64042
H -3.65145 -19.30284 -0.69218
H -5.40319 -19.11035 0.08314
H -4.24084 -21.67974 -0.10838
H -7.02581 -20.57153 -0.02604
H -6.47555 -22.14495 0.60295
C -11.54052 -22.21071 3.73109
C -11.98500 -23.62936 3.74081
C -13.40528 -23.78768 3.06843
O -13.16706 -24.56250 1.92929
C -11.85250 -24.85942 1.81396
O -11.40079 -25.59956 0.95349
O -11.19316 -24.37599 2.86516
H -10.44890 -22.07435 3.75305
H -12.01735 -21.62176 4.54946
H -11.85354 -21.77073 2.75190
H -11.86664 -24.10759 4.67778
H -13.78942 -22.81524 2.74691
H -14.11530 -24.29656 3.73064
C -9.77893 -21.32270 -2.03937
C -9.28578 -20.83000 -3.38442
C -10.16020 -21.29404 -4.57467
O -10.41857 -20.12699 -5.32227
C -9.98414 -19.01391 -4.65234
O -10.20498 -17.93283 -5.10845
O -9.54330 -19.37027 -3.45106
H -10.78626 -21.14882 -1.89385
H -9.27177 -20.77732 -1.20531
H -9.58157 -22.37485 -1.93850
H -8.20432 -20.91191 -3.50553
H -11.10130 -21.64410 -4.10383
H -9.67442 -22.07513 -5.20130
C -6.83051 -26.02153 -5.24852
C -6.08648 -26.45753 -4.04411
C -4.93118 -25.54103 -3.55441
O -5.02268 -25.57406 -2.14844
C -6.30469 -25.95767 -1.83631
O -6.80189 -25.84083 -0.75817
O -6.93260 -26.50509 -2.88210
H -7.37203 -25.12571 -4.96746
H -7.48809 -26.83720 -5.62154
H -6.06809 -25.81556 -5.98463
H -5.74958 -27.50086 -4.22870
H -5.01086 -24.49627 -3.84094
H -3.93788 -25.91457 -3.75189
*
```

Atom charges from the Löwdin analysis, given in e for atoms 1 to 6:
1 C -0.0114
2 C -0.2556
3 C -0.0842
4 O 0.0559
5 C -0.6359
6 O 0.1549



# 2
The following is a quantum chemistry calculation of a cluster of 13 separate species, C48H75F4N9O12 in total, from the Open Molecules 2025 dataset.

Summary:
E_HOMO = -10.9343 eV
Maximum force = 6.029 eV Å⁻¹
E_LUMO = -0.196 eV
Gap between HOMO and LUMO = 10.74 eV

Geometry as ORCA input:
```
! wB97M-V def2-TZVPD RIJCOSX def2/J DEFGRID3
* xyz 0 1
C 15.52463 21.16755 -6.43014
C 15.30420 19.83863 -5.71718
C 15.36910 18.63372 -6.70884
C 14.92605 17.33759 -6.14252
N 14.58734 16.33054 -5.64042
H 14.58907 21.42252 -6.92795
H 16.28310 20.88004 -7.15826
H 15.77956 21.97352 -5.74203
H 14.34535 19.81196 -5.19950
H 16.08470 19.73798 -4.96301
H 16.32975 18.36498 -7.14818
H 14.72183 18.85166 -7.55833
C 20.18626 20.81053 -15.37278
C 20.32870 19.73380 -16.38936
C 21.36488 19.98454 -17.53185
C 21.15344 21.25432 -18.30740
N 20.97423 22.22009 -18.94032
H 19.34078 21.45684 -15.60843
H 21.09834 21.40598 -15.33209
H 19.84188 20.43736 -14.40828
H 19.38231 19.61780 -16.91756
H 20.52758 18.73890 -15.99096
H 21.51125 19.10184 -18.15435
H 22.36412 20.11042 -17.11497
C 12.23409 20.06888 -11.02341
C 12.75364 20.43749 -12.43590
C 14.28312 20.12287 -12.62721
C 14.78809 18.92924 -11.93891
N 15.17023 17.98019 -11.37703
H 12.68252 19.13033 -10.69763
H 11.18079 19.80244 -10.93593
H 12.41399 20.79516 -10.23078
H 12.49667 21.48675 -12.58122
H 12.22450 19.72124 -13.06447
H 14.85452 20.83119 -12.02730
H 14.70089 20.19111 -13.63166
C 16.55492 13.83105 -17.01893
C 15.74961 14.39654 -18.11570
C 16.34489 14.43286 -19.48442
C 17.59880 15.22868 -19.67374
N 18.60433 15.84472 -19.80162
H 17.61823 14.06898 -16.98970
H 16.56456 12.74628 -17.12512
H 16.13695 14.14306 -16.06182
H 15.54265 15.40194 -17.74905
H 14.78792 13.88346 -18.11758
H 15.64988 14.93402 -20.15814
H 16.64216 13.41653 -19.74286
C 27.59925 14.29858 -16.23617
C 26.33700 13.68989 -16.74538
C 25.27620 14.77534 -17.00711
C 25.13184 15.88926 -15.98320
N 25.03945 16.74706 -15.19699
H 28.36903 13.55057 -16.04640
H 27.42387 14.73675 -15.25364
H 27.94646 15.01801 -16.97776
H 26.00264 12.96200 -16.00614
H 26.55021 13.00427 -17.56548
H 24.24823 14.41586 -16.96064
H 25.33272 15.18822 -18.01430
C 21.93226 21.97135 -9.03678
C 23.14760 21.07411 -9.00450
C 24.38249 21.97660 -8.51204
C 24.19939 22.48517 -7.17391
N 24.06980 22.87485 -6.08277
H 22.10019 22.92557 -9.53615
H 21.55187 22.23687 -8.05042
H 21.15991 21.45069 -9.60289
H 23.33124 20.71381 -10.01671
H 23.00339 20.17898 -8.39948
H 24.53742 22.85397 -9.14000
H 25.32819 21.43522 -8.48648
C 19.10630 8.80492 -15.50775
C 20.64526 8.77686 -15.28712
C 21.45626 10.07556 -15.61153
C 21.20915 10.58334 -16.99169
N 21.01084 10.98193 -18.09894
H 18.69116 9.62039 -14.91549
H 18.51862 7.92888 -15.23335
H 18.81706 9.10155 -16.51594
H 21.08348 8.11908 -16.03772
H 20.94551 8.48809 -14.27987
H 22.46079 9.79880 -15.29149
H 21.12841 10.87205 -14.94353
C 18.26615 11.07398 -7.05511
C 18.09243 9.52984 -7.04441
C 16.66436 9.08619 -6.74010
C 15.86293 9.85151 -5.75758
N 15.23217 10.36483 -5.00228
H 18.08328 11.49280 -6.06555
H 17.55281 11.51280 -7.75274
H 19.29590 11.27984 -7.34722
H 18.74527 9.05800 -6.31006
H 18.44736 9.09985 -7.98102
H 16.59910 8.04919 -6.41075
H 16.06870 9.01048 -7.64980
C 23.06994 9.07638 -10.22711
C 24.51194 8.94571 -10.69481
C 25.34158 10.22282 -10.77793
C 24.64073 11.41116 -11.36629
N 24.06222 12.31315 -11.90712
H 22.59439 8.10142 -10.12029
H 22.46983 9.61975 -10.95699
H 22.94187 9.49245 -9.22782
H 24.54859 8.50709 -11.69199
H 24.93055 8.07421 -10.19146
H 26.29019 10.07831 -11.29499
H 25.64342 10.38542 -9.74326
C 13.91801 12.74597 -11.21144
C 12.72695 13.70340 -11.51950
O 12.26474 13.98618 -10.24171
C 12.41737 12.86208 -9.51407
O 11.78716 12.52267 -8.51142
O 13.27939 12.07454 -10.13818
F 11.80255 12.92985 -12.17710
H 14.70241 13.32082 -10.71915
H 14.30349 12.11000 -12.00833
H 12.90793 14.56827 -12.15773
C 27.75784 16.24124 -8.97126
C 27.33117 16.96310 -10.22892
O 28.02774 18.18028 -10.20643
C 29.13054 18.01983 -9.39395
O 29.98614 18.84449 -9.19254
O 29.07815 16.70632 -8.83881
F 25.98060 17.12860 -10.10807
H 27.56712 15.17521 -9.09499
H 27.16595 16.57251 -8.11802
H 27.60049 16.38893 -11.11542
C 22.42309 14.87984 -3.72877
C 21.72535 15.41855 -4.97726
O 22.47822 14.93585 -6.01458
C 23.20257 13.86848 -5.56749
O 24.06074 13.23727 -6.17926
O 23.01467 13.73077 -4.26410
F 21.85466 16.75649 -5.06683
H 21.70601 14.61814 -2.95069
H 23.20015 15.55375 -3.36803
H 20.67084 15.16822 -5.09320
C 20.20630 16.54657 -12.04985
C 20.47535 16.14878 -10.66662
O 19.48676 15.13934 -10.60095
C 19.40565 14.58509 -11.81608
O 18.99660 13.45313 -12.10964
O 20.00066 15.34409 -12.69204
F 20.11037 17.18215 -9.92470
H 21.10654 16.99922 -12.46551
H 19.38051 17.23864 -12.21480
H 21.47832 15.79660 -10.42554
*
```

Atom charges from the Löwdin analysis, given in e for atoms 1 to 6:
1 C -0.1089
2 C -0.2586
3 C -0.1920
4 C -0.2248
5 N 0.1279
6 H 0.0701



> The lowest E_LUMO belongs to which entry?

C48H75F4N9O12